Entry 1:
Molecular formula: C16H19N4OPt
Method: DFT, wB97M-V/def2-TZVPD

```
41
Properties=species:S:1:pos:R:3:forces:R:3
Pt -0.0354 0.0397 -0.5444 -0.94 -0.26 0.02
O -0.8935 1.4649 0.8791 -0.01 0.06 0.01
C -2.0289 1.4575 1.4563 0.09 0.27 0.00
C -2.7493 2.6925 1.5911 0.09 -0.10 0.03
C -3.9142 2.8021 2.3055 -0.05 -0.03 0.02
C -4.4814 1.6815 2.9293 0.11 0.00 -0.05
C -3.8403 0.4677 2.7731 -0.14 0.04 0.05
C -2.6571 0.3174 2.0479 0.10 -0.47 -0.07
C -2.0583 -1.0186 1.9097 -0.26 0.47 0.17
N -0.9918 -1.3420 1.2212 0.44 -0.05 0.05
C -0.8109 -2.6961 1.3667 -0.03 0.10 -0.01
C -1.7894 -3.2119 2.1582 0.06 0.04 -0.02
N -2.5765 -2.1340 2.5061 -0.06 -0.13 0.01
H -2.3066 3.5511 1.1011 0.01 0.01 0.02
H -4.4045 3.7673 2.3843 0.00 0.01 0.00
H -5.3893 1.7585 3.5128 -0.03 0.00 -0.02
H -4.2935 -0.3997 3.2455 0.00 0.00 -0.01
H 0.0093 -3.1978 0.8809 -0.01 0.01 0.00
H -1.9921 -4.2088 2.5089 -0.01 0.01 -0.02
H -3.4230 -2.1735 3.0395 0.01 0.02 0.04
C 0.2724 -0.4660 -2.2549 0.29 0.18 -0.59
H 1.1718 -0.2771 -2.8636 0.05 -0.16 -0.01
H -0.4594 -1.0254 -2.8582 0.03 0.03 -0.09
N 1.9927 0.0286 1.0675 0.20 -0.19 0.67
C 3.1066 0.2539 1.2836 0.23 0.23 -0.22
N 4.3972 0.5663 1.4016 -0.05 -0.18 0.05
C 5.2433 0.7702 0.2348 -0.04 0.02 0.04
C 5.8302 2.1759 0.2609 0.02 0.03 0.05
C 6.5525 2.4272 1.5875 -0.11 -0.02 -0.01
C 5.6028 2.1837 2.7637 0.02 0.04 -0.04
C 5.0334 0.7722 2.6924 -0.02 0.01 -0.12
H 4.6543 0.5904 -0.6615 -0.05 0.02 0.01
H 6.0580 0.0335 0.2607 0.01 -0.02 -0.03
H 5.0137 2.8953 0.1528 0.01 -0.01 -0.04
H 6.5066 2.3094 -0.5870 0.01 0.00 0.02
H 6.9437 3.4456 1.6194 0.02 0.00 0.00
H 7.4089 1.7468 1.6681 0.01 0.02 0.00
H 4.7728 2.8940 2.7080 0.01 0.00 0.05
H 6.1091 2.3351 3.7204 0.03 -0.01 -0.02
H 4.3075 0.5816 3.4793 -0.05 0.02 -0.01
H 5.8498 0.0445 2.7994 0.00 -0.02 0.06
```
Forces are in eV/Å.

Properties
Net charge: -1
LUMO level: 0.0981 hartree
HOMO energy: -2.22 eV
Total energy: -1034.60347 Ha
Relative energy (zero: lowest compared OMol25 entry of this formula, charge and spin): 1.222 eV

Entry 2:
Molecular formula: C21H21BrN7O11SeZr
Method: DFT, wB97M-V/def2-TZVPD

```
63
Properties=species:S:1:pos:R:3:forces:R:3
Zr -0.6571 0.1667 0.7476 1.34 -0.54 -3.20
Br -2.3922 4.8125 -4.3373 -0.08 0.12 -0.07
C -1.6290 3.3750 -3.3574 0.03 0.23 -0.14
C -1.8286 2.0759 -3.8044 0.12 0.09 0.11
C -1.2681 1.0337 -3.1065 0.24 -0.19 0.29
C -0.5368 1.2333 -1.9114 -0.06 1.24 -1.17
O -0.0749 0.2312 -1.2343 0.32 -0.22 -0.48
C -0.3201 2.5947 -1.5096 -0.35 -0.56 -0.54
C 0.5127 2.8775 -0.3758 0.91 0.18 -0.03
N 1.0202 1.9413 0.3329 -1.17 0.35 -0.07
C 1.9381 2.1900 1.3346 0.90 0.78 0.71
C 1.7462 3.1156 2.3385 -0.09 -0.40 -0.56
C 2.6767 3.2445 3.3761 0.43 0.03 0.16
C 3.7853 2.4459 3.4345 -0.20 0.13 0.03
C 4.0119 1.4791 2.4356 -0.21 0.01 -0.36
C 5.0795 0.5594 2.4745 0.07 -0.11 -0.24
C 5.2242 -0.3460 1.4580 0.12 0.15 0.35
C 4.3139 -0.3038 0.3873 -0.09 0.09 -0.15
N 3.3052 0.5202 0.3234 0.09 -0.22 -0.45
C 3.1090 1.3749 1.3441 0.30 0.38 0.49
C -0.8600 3.6455 -2.2528 -0.11 -0.26 0.13
H -2.4153 1.8973 -4.6958 0.00 -0.04 0.01
H -1.4182 0.0199 -3.4432 0.00 -0.16 0.02
H 0.7894 3.9314 -0.2066 0.10 -0.24 -0.07
H 0.8227 3.6784 2.3590 -0.03 0.03 0.00
H 2.4887 3.9677 4.1555 -0.01 0.04 0.11
H 4.4715 2.5019 4.2676 0.04 0.05 0.09
H 5.7658 0.5743 3.3122 0.00 0.01 0.03
H 6.0202 -1.0776 1.4659 0.02 -0.02 -0.01
H 4.4226 -0.9786 -0.4550 0.07 -0.09 -0.01
H -0.7045 4.6659 -1.9308 0.05 0.05 0.02
N 1.2112 -2.4058 -0.7842 -0.32 0.64 0.00
N 0.6180 -3.4398 -0.0462 0.08 -0.12 -0.02
C -0.4750 -3.3224 0.7330 0.62 -0.63 0.16
N -0.9950 -4.4462 1.2459 -0.18 0.29 0.12
N -0.8084 -2.0922 1.1297 0.58 0.13 -0.40
N -1.8291 -1.8556 1.8802 -2.04 -2.85 0.59
O -2.5064 -2.7321 2.3865 -0.36 -0.14 0.52
O -2.1562 -0.6753 1.9898 -0.70 0.57 0.72
H 0.4988 -1.9094 -1.3349 0.17 -0.34 0.16
H 1.6069 -1.7072 -0.1419 -0.08 -0.51 -0.17
H 0.7774 -4.3518 -0.4569 -0.08 0.26 0.23
H -0.8819 -5.3077 0.7404 0.00 0.09 0.00
H -1.7986 -4.2962 1.8561 0.26 -0.16 -0.32
C -4.6945 1.7128 -1.2452 -0.36 -0.10 0.10
O -3.3489 1.9143 -0.8918 0.74 -0.03 1.26
C -2.9943 1.4160 0.3687 -2.00 1.16 -1.17
O -1.7867 1.7660 0.5950 -1.12 1.08 -0.26
H -5.2671 2.6344 -1.0879 0.06 -0.08 -0.02
H -5.1315 0.9152 -0.6356 0.04 0.06 -0.07
H -4.7460 1.4513 -2.3052 0.07 -0.02 0.06
C -3.5539 -1.8790 -2.2832 0.26 0.20 0.43
C -2.4529 -1.9385 -1.2206 -0.16 -0.33 -0.35
O -1.8602 -3.0243 -1.0759 -0.21 -0.14 -0.45
O -2.2139 -0.8815 -0.5760 -0.49 0.40 -0.23
H -4.1816 -2.7622 -2.2185 -0.02 -0.10 0.01
H -3.0838 -1.8621 -3.2635 0.04 -0.02 -0.12
H -4.1410 -0.9790 -2.1501 -0.14 0.14 -0.06
O -0.1219 -1.4455 3.6188 -0.57 -0.90 0.69
Se 0.6857 -0.2160 3.0182 2.22 -1.33 3.92
O 1.8965 0.1879 3.9520 1.02 0.57 0.41
O 1.1519 -0.6153 1.4788 0.69 0.21 -0.46
O -0.3100 1.0266 2.6660 -0.80 1.10 -0.24
```
Forces are in eV/Å.

Properties
Net charge: -1
LUMO level: 0.0888 hartree
HOMO energy: -5.20 eV
Total energy: -7046.29528 Ha
Relative energy (zero: lowest compared OMol25 entry of this formula, charge and spin): 6.688 eV

Entry 3:
Molecular formula: C4H7ClO2P2
Method: DFT, wB97M-V/def2-TZVPD

```
16
Properties=species:S:1:pos:R:3:forces:R:3
H -1.6164 -0.8753 -0.8285 0.40 -2.56 -0.85
P -1.9819 0.3824 -0.6660 -0.23 2.12 1.51
C -1.7994 0.1675 1.0099 -1.62 1.26 -1.27
P -1.7481 -1.4706 1.7518 -1.95 -0.15 0.38
Cl -2.1385 1.5589 2.0153 -0.18 -0.20 0.10
H -2.0090 -1.0080 3.0715 0.10 -0.27 -0.12
H -0.4295 -1.5375 1.9373 2.16 -0.14 0.39
O 0.6812 1.1148 1.5086 0.79 -1.35 -1.49
C 0.9354 0.3505 0.6557 0.06 0.40 0.72
C 1.1483 -0.4888 -0.3609 0.17 3.00 0.56
C 1.6963 0.2552 -1.5939 0.24 -1.32 -0.91
O 1.2038 1.5496 -1.7885 -1.20 0.24 -0.57
H 1.2268 -1.5083 -0.1318 0.13 -1.26 -0.07
H 1.4680 -0.2798 -2.5488 0.48 -0.35 0.98
H 2.7624 0.3743 -1.4889 0.54 -0.31 -0.10
H 0.6005 1.4149 -2.5429 0.13 0.90 0.74
```
Forces are in eV/Å.

Properties
SMILES: [H]/P=C(\P)Cl.O=C=CCO
LUMO level: -0.0144 hartree
HOMO energy: -8.41 eV
Total energy: -1449.84478 Ha
Relative energy (zero: lowest compared OMol25 entry of this formula, charge and spin): 0.688 eV

Entry 4:
Molecular formula: C4H13N2OPS
Method: DFT, wB97M-V/def2-TZVPD

```
22
Properties=species:S:1:pos:R:3:forces:R:3
C 2.3360 1.4982 1.5233 -0.09 1.70 -1.41
C 1.4599 -1.5190 -1.0519 -3.16 2.16 -1.91
C 1.0173 1.0164 1.0038 -1.51 1.71 6.19
C 1.4344 0.0728 -1.0981 -1.72 -3.21 -3.61
N -1.8219 -0.5578 0.8563 0.99 0.84 -1.66
N 0.6352 0.5030 -0.0785 1.20 0.74 -3.66
O -4.2490 -1.2989 0.2143 0.46 -0.90 -0.16
P -3.3318 0.0478 0.2172 -0.34 0.32 1.32
S -2.9749 0.3442 -1.8675 0.32 -0.05 -0.04
H 2.2367 2.5673 1.7896 0.34 -0.25 -0.08
H 2.3500 0.9517 2.3994 0.99 -0.86 2.15
H 3.2842 1.3838 0.9619 -0.86 -0.29 -0.05
H 0.5924 -1.7758 -0.4577 -0.24 -0.38 -0.06
H 1.4206 -2.0701 -1.9822 -0.11 0.32 -0.49
H 2.2449 -1.8557 -0.5603 3.86 -1.43 2.46
H -3.8262 1.3855 -1.8793 0.15 -0.14 -0.01
H 0.1872 1.0557 1.7620 1.16 0.05 -0.29
H 2.4278 0.4715 -1.2897 0.24 0.54 1.18
H 0.9051 0.4281 -1.9972 0.29 -0.57 -0.44
H -1.1956 -0.5510 0.0021 -0.40 -0.32 1.52
H -1.3214 0.0490 1.5632 -1.28 -0.84 -1.16
H -3.8108 -2.1469 -0.0306 -0.28 0.86 0.21
```
Forces are in eV/Å.

Properties
⟨S²⟩: 2.0064
LUMO level (alpha / beta): 0.0274 / -0.0850 hartree
HOMO energy (alpha / beta): -5.01 / -8.91 eV
Total energy: -1084.30684 Ha
Relative energy (zero: lowest compared OMol25 entry of this formula, charge and spin): 1.335 eV
Multiplicity: 3

- Among the records above, which one has the lowest total energy?
  C21H21BrN7O11SeZr